[1]
{
  "formula": "C24H53BClI2N4O11P2",
  "method": "ωB97M-V with the def2-TZVPD basis set",
  "homo_lumo_gap_ev": 5.787,
  "multiplicity": 1,
  "total_charge": -1,
  "e_homo_ev": -4.031,
  "symbols": ["C", "C", "I", "C", "I", "C", "O", "P", "O", "C", "C", "C", "C", "C", "C", "C", "P", "O", "Cl", "O", "C", "O", "B", "O", "O", "H", "H", "H", "H", "H", "H", "H", "H", "H", "H", "H", "H", "H", "H", "H", "H", "H", "H", "H", "H", "H", "H", "H", "H", "H", "C", "O", "N", "C", "C", "H", "H", "H", "H", "H", "H", "H", "C", "O", "N", "C", "C", "H", "H", "H", "H", "H", "H", "H", "C", "O", "N", "C", "C", "H", "H", "H", "H", "H", "H", "H", "C", "O", "N", "C", "C", "H", "H", "H", "H", "H", "H", "H"],
  "positions_angstrom": [[-0.7754, 5.4065, 1.9692], [-1.3222, 4.4686, 0.9528], [0.0928, 2.9726, 0.5395], [-2.5252, 4.4591, 0.3337], [-3.9009, 5.9856, 0.8104], [-3.0938, 3.5070, -0.6821], [-3.3600, 2.2045, -0.2557], [-4.0851, 1.3714, -1.6424], [-4.8371, 0.2081, -0.6393], [-4.4719, -1.1387, -0.7744], [-3.6275, -1.6857, 0.3927], [-4.5283, -2.4786, 1.3679], [-2.5729, -2.6560, -0.1427], [-1.3896, -2.0258, -0.8877], [-0.2255, -3.0144, -0.8212], [-0.8918, -0.7089, -0.3184], [-5.2638, 0.5947, -3.4182], [-5.7157, 2.0191, -4.1182], [-3.7616, -0.1644, -4.7182], [-3.3138, 2.5622, -2.7190], [-2.4220, 3.3385, -2.0095], [-2.0978, 4.5684, -2.6429], [-1.2359, 4.3434, -3.6901], [0.1429, 4.4609, -3.4769], [-1.7270, 4.0920, -4.9551], [-0.5757, 4.8572, 2.8863], [0.1763, 5.8154, 1.6379], [-1.4405, 6.2317, 2.1844], [-4.0567, 3.9384, -0.9818], [-2.9428, 0.5558, -1.8739], [-5.2601, 2.1792, -1.4636], [-5.3980, -1.7133, -0.8097], [-3.9643, -1.3410, -1.7228], [-3.1821, -0.8874, 0.9701], [-4.4118, -3.5469, 1.2010], [-5.5720, -2.2046, 1.2640], [-4.2025, -2.2981, 2.3890], [-3.0923, -3.3174, -0.8377], [-2.1785, -3.2219, 0.6977], [-1.6441, -1.8501, -1.9314], [-0.5020, -3.9847, -1.2271], [0.6470, -2.6117, -1.3307], [0.0656, -3.1025, 0.2223], [-1.6697, 0.0148, -0.1119], [-0.2401, -0.2557, -1.0669], [-0.2935, -0.8413, 0.5764], [-5.1158, 2.2457, -4.8330], [-1.5109, 2.7288, -1.9367], [0.5792, 3.6160, -3.4140], [-1.4030, 3.2804, -5.3345], [0.7447, 3.2434, 4.6258], [-0.4352, 3.3935, 4.3880], [1.3378, 3.6168, 5.7777], [2.7526, 3.4280, 6.0134], [0.5153, 4.2297, 6.8071], [1.4384, 2.7861, 3.8993], [2.9171, 2.7846, 6.8815], [3.2450, 4.3862, 6.1931], [3.2078, 2.9622, 5.1423], [-0.2796, 3.5491, 7.1136], [0.0479, 5.1389, 6.4292], [1.1379, 4.4712, 7.6649], [-0.1506, -1.8145, 3.1388], [-1.2864, -1.7562, 2.7241], [0.2303, -1.3694, 4.3540], [1.5990, -1.4554, 4.8077], [-0.7842, -0.7852, 5.2172], [0.6817, -2.2365, 2.5470], [1.6691, -2.0605, 5.7156], [1.9980, -0.4612, 5.0229], [2.2111, -1.9146, 4.0341], [-1.5707, -1.5120, 5.4238], [-1.2441, 0.0775, 4.7354], [-0.3210, -0.4762, 6.1524], [2.6680, -4.7238, -0.7618], [2.9407, -3.7276, -0.1236], [3.4752, -5.2603, -1.6975], [3.1135, -6.4450, -2.4457], [4.7434, -4.6031, -1.9569], [1.7221, -5.2748, -0.6349], [3.8416, -7.2424, -2.2806], [3.0718, -6.2280, -3.5151], [2.1349, -6.7936, -2.1237], [5.3526, -4.5810, -1.0530], [4.5644, -3.5759, -2.2652], [5.2772, -5.1317, -2.7424], [6.1659, -1.5961, -3.8593], [7.3514, -1.6398, -4.1276], [5.2229, -1.0376, -4.6366], [3.8224, -1.0121, -4.2546], [5.6290, -0.4396, -5.8967], [5.7600, -2.0128, -2.9258], [3.2136, -1.5379, -4.9924], [3.4650, 0.0158, -4.1776], [3.6940, -1.4949, -3.2881], [6.1026, -1.1847, -6.5364], [6.3498, 0.3594, -5.7232], [4.7537, -0.0351, -6.3974]],
  "lowdin_charge": [-0.223, -0.751, 0.985, -0.633, 0.910, -0.498, -0.249, 0.462, -0.380, -0.300, -0.334, -0.065, -0.174, -0.406, -0.099, -0.105, 0.473, -0.445, 0.030, -0.302, -0.441, 0.159, -0.783, 0.154, 0.189, 0.031, 0.064, 0.012, 0.083, 0.037, 0.050, 0.111, 0.075, 0.119, 0.066, 0.068, 0.065, 0.121, 0.099, 0.122, 0.075, 0.067, 0.064, 0.041, 0.071, 0.054, 0.013, 0.106, 0.085, 0.097, -0.355, -0.001, -0.197, -0.065, -0.041, 0.124, 0.086, 0.087, 0.082, 0.091, 0.093, 0.082, -0.339, 0.039, -0.192, -0.065, -0.037, 0.134, 0.085, 0.078, 0.083, 0.090, 0.094, 0.081, -0.363, 0.011, -0.194, -0.060, -0.038, 0.130, 0.087, 0.088, 0.083, 0.097, 0.054, 0.091, -0.360, 0.009, -0.194, -0.048, -0.043, 0.114, 0.091, 0.091, 0.077, 0.090, 0.092, 0.085]
}


[2]
{
  "formula": "C24H53BN3O16P",
  "method": "ωB97M-V with the def2-TZVPD basis set",
  "homo_lumo_gap_ev": 8.897,
  "multiplicity": 1,
  "total_charge": 0,
  "e_homo_ev": -8.527,
  "smiles": "COC[C@H](O[C@@H](CC(=O)N(C)C)B(N)O)[PH2]=N.CCOC(=O)OC.CCOC(=O)OC.CCOC(=O)OC.CCOC(=O)OC",
  "symbols": ["C", "O", "C", "C", "O", "C", "C", "C", "O", "N", "C", "C", "B", "N", "O", "P", "N", "H", "H", "H", "H", "H", "H", "H", "H", "H", "H", "H", "H", "H", "H", "H", "H", "H", "H", "H", "H", "H", "C", "C", "O", "C", "O", "O", "C", "H", "H", "H", "H", "H", "H", "H", "H", "C", "C", "O", "C", "O", "O", "C", "H", "H", "H", "H", "H", "H", "H", "H", "C", "C", "O", "C", "O", "O", "C", "H", "H", "H", "H", "H", "H", "H", "H", "C", "C", "O", "C", "O", "O", "C", "H", "H", "H", "H", "H", "H", "H", "H"],
  "positions_angstrom": [[-4.7702, 0.0362, 5.1869], [-4.3624, 0.3323, 3.8675], [-5.2123, -0.1871, 2.8689], [-4.3367, -0.7482, 1.7548], [-3.3205, -1.5774, 2.2825], [-3.3438, -2.9452, 1.8894], [-1.9552, -3.5441, 2.2928], [-1.3091, -2.6677, 3.3604], [-1.6988, -2.8040, 4.5216], [-0.3630, -1.7194, 3.0091], [0.2436, -1.8287, 1.6816], [0.6633, -1.5244, 4.0403], [-4.4530, -3.8528, 2.5526], [-5.1000, -3.4928, 3.7773], [-4.8051, -5.0337, 1.8860], [-3.3847, 0.5746, 0.9061], [-2.8733, 0.2197, -0.5473], [-4.8659, -1.0423, 5.3233], [-3.9972, 0.4192, 5.8475], [-5.7135, 0.5337, 5.4294], [-5.7981, 0.6470, 2.4645], [-5.8781, -0.9589, 3.2589], [-4.9464, -1.2695, 1.0131], [-3.4155, -3.0155, 0.7993], [-1.3613, -3.7368, 1.4067], [-2.0741, -4.4992, 2.8066], [-0.4991, -1.6426, 0.9102], [0.6899, -2.8130, 1.5131], [1.0374, -1.0913, 1.6142], [1.4332, -2.2979, 3.9678], [0.2048, -1.5235, 5.0210], [1.1374, -0.5568, 3.8877], [-5.8542, -4.1371, 3.9807], [-4.5103, -3.3869, 4.5926], [-4.2341, -5.7653, 2.1243], [-2.3891, 0.8089, 1.8603], [-4.2300, 1.6968, 0.9583], [-3.2585, 0.9000, -1.1929], [0.4089, -0.5991, -2.3420], [1.1664, -0.9810, -3.5881], [2.2791, -0.0759, -3.8086], [3.3538, -0.2984, -3.0693], [3.5150, -1.1917, -2.2768], [4.2491, 0.6603, -3.3386], [5.4325, 0.5856, -2.5407], [0.0808, 0.4394, -2.3942], [-0.4752, -1.2204, -2.2248], [1.0317, -0.7120, -1.4581], [0.5299, -0.8920, -4.4549], [1.5398, -2.0050, -3.5400], [5.8829, -0.4025, -2.5982], [5.2027, 0.8258, -1.5050], [6.1197, 1.3243, -2.9428], [-0.8171, -2.2552, -7.7851], [-1.8171, -1.1312, -7.6266], [-2.8682, -1.4732, -6.7050], [-2.5500, -1.3719, -5.4201], [-1.4851, -0.9992, -4.9877], [-3.5967, -1.7464, -4.6961], [-3.4183, -1.6951, -3.2645], [-1.3253, -3.1774, -8.0678], [-0.0931, -2.0033, -8.5596], [-0.2787, -2.4321, -6.8550], [-2.3312, -0.9339, -8.5647], [-1.3349, -0.2104, -7.3006], [-3.0750, -0.7190, -2.9414], [-2.7089, -2.4567, -2.9448], [-4.3934, -1.8992, -2.8346], [1.4363, 4.1315, -3.7639], [1.9554, 3.2082, -2.6848], [2.9143, 3.8678, -1.8300], [2.3917, 4.6739, -0.9137], [1.2220, 4.8805, -0.7216], [3.3938, 5.2198, -0.2186], [2.9750, 6.1575, 0.7778], [2.2665, 4.5548, -4.3305], [0.7924, 3.5758, -4.4454], [0.8624, 4.9524, -3.3357], [2.4901, 2.3736, -3.1259], [1.1441, 2.8079, -2.0774], [2.2264, 5.7179, 1.4327], [2.5727, 7.0541, 0.3096], [3.8688, 6.4040, 1.3429], [5.5651, 1.5139, 1.2839], [4.4315, 2.3685, 1.8042], [3.6556, 1.6736, 2.7974], [4.1898, 1.6334, 4.0145], [5.2230, 2.1448, 4.3578], [3.3742, 0.9296, 4.7993], [3.8387, 0.7620, 6.1419], [5.1840, 0.5578, 0.9217], [6.0710, 2.0261, 0.4654], [6.2948, 1.3112, 2.0668], [3.7271, 2.5966, 1.0070], [4.7961, 3.3100, 2.2125], [4.0857, 1.7223, 6.5880], [4.7127, 0.1133, 6.1628], [3.0181, 0.2979, 6.6801]],
  "lowdin_charge": [-0.090, -0.195, -0.227, -0.427, -0.164, -0.203, -0.025, -0.441, 0.053, -0.124, -0.060, -0.046, -0.569, 0.214, 0.120, 0.798, -0.301, 0.076, 0.091, 0.089, 0.115, 0.113, 0.136, 0.144, 0.105, 0.121, 0.080, 0.094, 0.087, 0.097, 0.082, 0.078, 0.085, 0.088, 0.097, 0.024, 0.014, -0.044, -0.057, -0.188, 0.032, -0.622, 0.121, -0.011, -0.029, 0.077, 0.063, 0.069, 0.086, 0.127, 0.098, 0.072, 0.097, -0.061, -0.206, 0.043, -0.600, 0.100, 0.013, -0.032, 0.082, 0.081, 0.072, 0.122, 0.123, 0.058, 0.095, 0.091, -0.053, -0.197, 0.039, -0.624, 0.125, -0.012, -0.039, 0.083, 0.082, 0.075, 0.099, 0.121, 0.096, 0.098, 0.092, -0.061, -0.198, 0.039, -0.616, 0.126, -0.008, -0.034, 0.080, 0.079, 0.078, 0.116, 0.124, 0.095, 0.099, 0.092]
}